Entry 1:
Below is a structure of composition C12H10O2, with properties calculated with ωB97M-V/def2-TZVPD.

Properties
- LUMO energy (hartree) = -0.0058
- energy relative to the best compared isomer or geometry (same formula, charge and spin) (kJ/mol) = 302.90
- electronic energy (Eh) = -613.62236
- orbital gap (Ha) = 0.29428

```
24
Properties=species:S:1:pos:R:3:forces:R:3:mulliken_charge:R:1
C 2.773865 -0.465296 2.814417 -3.06 0.25 -3.06 -0.851
C 1.455420 0.043446 2.871151 0.69 -0.35 -1.55 -0.394
C 3.168487 -0.913464 1.540545 2.01 -0.35 1.12 -0.208
C 0.643068 0.171117 1.738853 2.71 -0.86 0.50 -0.591
C 2.409394 -0.796681 0.382041 -0.65 0.82 1.90 -0.741
C 1.154710 -0.203452 0.488172 -0.95 -0.27 1.40 1.053
C 0.269060 -0.012175 -0.609134 -1.16 -0.03 -0.57 0.056
C -1.120005 0.090953 -0.831691 1.87 -0.77 4.77 0.380
C -0.948743 0.547043 -2.150137 -3.73 2.17 -4.29 0.347
C 0.538219 0.523930 -1.942239 -0.40 -0.17 0.35 0.291
C -1.836866 1.034304 -3.076176 3.40 -0.58 -0.69 -1.141
C -3.376610 -0.196598 -0.362068 -1.02 -2.14 -1.56 -0.604
O 1.499543 0.926090 -2.523140 0.34 0.05 -0.50 -0.654
O -2.089635 0.022176 0.161067 1.92 -0.28 -1.69 -0.386
H 3.416211 -0.619318 3.609197 0.94 -0.02 1.64 0.480
H 0.935083 0.388428 3.695796 -0.19 0.44 2.24 0.419
H 4.204497 -1.348217 1.602129 -1.16 0.26 -0.91 0.252
H -0.320548 0.555449 1.907391 -1.10 0.43 -0.31 0.397
H 2.687264 -1.148908 -0.554994 0.88 -0.56 -1.40 0.508
H -1.515527 1.410841 -4.067596 0.42 -0.15 0.89 0.278
H -2.861444 0.887293 -3.122017 -1.85 -0.22 0.80 0.411
H -3.492090 -1.329264 -0.765763 0.30 2.50 0.91 0.241
H -3.444490 0.485738 -1.225448 -0.87 -0.35 0.51 0.197
H -4.148863 -0.053434 0.419644 0.67 0.19 -0.51 0.260
```
Forces are in eV/Å.

***

Entry 2:
Below is a structure of composition C12H11BF4N3ORuS2, with properties calculated with ωB97M-V/def2-TZVPD.

Properties
- LUMO energy (spin up / spin down) (hartree) = -0.0342 / -0.0926
- energy relative to the best compared isomer or geometry (same formula, charge and spin) (kJ/mol) = 134.58
- expectation value of S² = 0.7649
- spin multiplicity = 2
- electronic energy (Eh) = -2019.16955
- orbital gap (spin up / spin down) (Ha) = 0.27445 / 0.24081

```
35
Properties=species:S:1:pos:R:3:forces:R:3:mulliken_charge:R:1
Ru 0.016380 -0.744753 0.654307 -0.71 0.31 -1.63 0.507
S -0.429073 -2.602685 -0.513335 -0.12 0.37 0.13 -0.312
C 0.507422 -3.839106 0.194788 0.14 -0.12 -0.07 0.739
C 0.413184 -5.139530 -0.396396 -0.02 0.00 0.01 -0.169
N 0.326585 -6.172376 -0.892659 0.00 0.00 0.00 -0.408
C 1.346791 -3.580053 1.246384 -0.06 0.16 -0.13 0.522
S 1.391277 -2.008815 1.916704 -0.19 -0.05 0.43 -0.212
C 2.209699 -4.577686 1.795024 0.01 -0.04 0.04 -0.122
N 2.919582 -5.362042 2.244338 0.00 0.01 -0.01 -0.409
O 1.708361 -0.419273 -0.567932 0.49 -0.11 0.50 -0.351
C 2.032263 0.787758 -1.293513 -0.09 0.06 -0.12 -0.711
C 2.045412 2.036307 -0.434597 -0.03 -0.02 0.04 -0.539
C 0.757760 2.227205 0.379526 0.01 -0.03 -0.01 -1.161
C -0.486755 2.035886 -0.445054 0.04 0.02 -0.03 1.146
C -1.146365 3.104355 -1.031693 -0.01 -0.02 -0.01 -0.785
C -2.271464 2.867007 -1.802841 0.00 0.00 -0.01 -0.336
C -2.708059 1.563443 -1.976013 0.01 0.01 -0.01 -0.821
C -2.001863 0.546833 -1.365620 0.04 -0.04 -0.04 -0.440
N -0.913254 0.776486 -0.626895 0.00 -0.15 0.30 0.486
H 2.461909 -0.715329 -0.034193 0.09 0.02 -0.15 0.322
H 1.274503 0.857991 -2.070642 -0.01 -0.03 -0.01 0.325
H 2.993985 0.623902 -1.778538 0.01 0.01 0.03 0.437
H 2.190610 2.884425 -1.108841 0.00 -0.01 -0.02 0.376
H 2.901508 2.025781 0.243899 -0.01 -0.01 0.01 0.370
H 0.744803 3.220573 0.827215 0.02 0.01 -0.02 0.588
H 0.746150 1.541705 1.233127 -0.02 0.01 0.01 0.102
H -0.785224 4.109724 -0.863048 -0.01 0.00 0.00 0.487
H -2.806694 3.690873 -2.255884 0.00 0.00 0.00 0.423
H -3.587141 1.331755 -2.559194 0.00 0.00 0.00 0.435
H -2.311186 -0.486028 -1.453559 -0.02 0.00 0.03 0.307
F -2.125441 -0.630501 1.236887 0.44 -0.31 0.50 -0.392
B -1.946226 -0.102178 2.618108 0.25 -0.17 0.24 0.526
F -3.138382 0.188536 3.186092 -0.10 0.13 -0.17 -0.274
F -1.112633 1.035107 2.413372 0.00 -0.06 -0.05 -0.354
F -1.218424 -1.075294 3.280679 -0.16 0.05 0.21 -0.302
```
Forces are in eV/Å.

***

Entry 3:
Below is a structure of composition C12H11BaF16N3O4S2Sb, with properties calculated with ωB97M-V/def2-TZVPD.

Properties
- LUMO energy (spin up / spin down) (hartree) = -0.0272 / -0.1133
- energy relative to the best compared isomer or geometry (same formula, charge and spin) (kJ/mol) = 65.17
- expectation value of S² = 0.7935
- spin multiplicity = 2
- electronic energy (Eh) = -3589.20295
- orbital gap (spin up / spin down) (Ha) = 0.31513 / 0.23575

```
50
Properties=species:S:1:pos:R:3:forces:R:3:mulliken_charge:R:1
Ba -0.733214 0.241185 0.323837 0.00 -0.02 -0.13 1.707
C 3.776315 -2.179202 1.583766 0.01 0.02 -0.01 -0.960
N 3.486119 -1.033255 0.746009 0.00 0.02 0.08 0.045
C 2.662539 -0.048527 1.394400 0.02 0.07 0.10 -0.633
C 3.169699 -1.341358 -0.619765 -0.02 -0.03 -0.05 -0.849
C 1.898108 -2.234622 -0.869821 0.05 0.12 0.10 -1.005
N 0.787623 -1.509310 -1.445545 0.03 -0.01 -0.10 -0.162
C 0.780192 -1.218748 -2.752257 0.15 -0.06 0.01 0.304
C -0.423218 -0.690394 -3.296547 -0.02 0.02 0.05 0.277
F -1.491705 -0.635468 -2.500963 -0.03 0.01 0.08 -0.336
C -0.530867 -0.264023 -4.595077 0.10 -0.04 0.00 0.181
F -1.683479 0.231005 -5.027151 -0.07 0.02 -0.02 -0.298
C 0.553280 -0.355843 -5.455007 -0.07 0.04 -0.01 -0.503
C 1.732355 -0.902342 -4.978928 0.02 -0.03 0.03 0.180
F 2.786330 -1.003898 -5.789072 0.00 0.00 -0.02 -0.296
C 1.854891 -1.343128 -3.682699 -0.09 0.01 0.01 0.635
F 3.029926 -1.840133 -3.298995 0.04 -0.04 -0.06 -0.296
H 4.456264 -2.851595 1.059942 0.00 0.00 0.00 0.320
H 2.881209 -2.749110 1.876082 0.00 -0.01 0.00 0.334
H 4.266312 -1.844782 2.498400 -0.01 0.00 0.01 0.325
H 2.561596 0.839192 0.764366 0.00 -0.01 -0.02 0.326
H 3.142246 0.259511 2.323984 -0.03 0.08 0.00 0.359
H 1.658782 -0.404485 1.705007 0.01 -0.19 -0.05 -0.050
H 4.024833 -1.856927 -1.055978 -0.01 -0.01 0.03 0.287
H 3.053538 -0.403405 -1.167811 0.01 0.00 0.00 0.604
H 1.558253 -2.629748 0.089233 0.00 0.00 0.00 0.559
H 2.178221 -3.084351 -1.492493 -0.02 -0.02 -0.02 0.319
H 0.480509 -0.010014 -6.476274 -0.01 0.00 0.00 0.501
F -1.802108 2.903969 4.909523 -0.15 0.00 -0.08 -0.188
C -2.860623 2.786699 4.119612 0.02 0.00 0.15 0.511
F -3.761024 1.991605 4.693271 0.06 0.14 -0.07 -0.202
F -3.399492 3.984592 3.927949 0.08 -0.10 0.00 -0.194
S -2.358811 2.080218 2.457805 -0.39 -0.52 0.46 1.112
O -0.911106 2.142407 2.415254 0.09 0.03 -0.02 -0.619
O -3.127582 2.777057 1.484117 -0.05 0.01 0.07 -0.659
N -2.799944 0.527735 2.439045 0.24 0.26 0.49 -0.625
S -2.050142 -0.506656 3.413942 -0.30 0.21 -0.77 1.354
O -1.633999 -0.017928 4.685890 0.10 0.00 0.03 -0.602
O -1.096191 -1.262192 2.602565 0.00 0.01 0.19 -0.802
C -3.427569 -1.691553 3.735481 0.20 -0.05 0.05 0.608
F -3.899154 -2.194662 2.600764 0.00 0.00 -0.05 -0.212
F -2.933682 -2.681764 4.479248 -0.09 0.04 -0.04 -0.210
F -4.401525 -1.087015 4.392287 -0.04 0.01 0.02 -0.198
F -0.227715 1.704354 -1.731871 -0.06 0.27 -0.47 -0.634
Sb -1.685213 3.110825 -1.763678 -0.01 -0.23 -0.14 2.443
F -2.540305 1.470407 -1.021411 0.26 0.60 0.10 -0.673
F -0.865946 3.341043 -0.057926 -0.15 -0.29 -0.23 -0.505
F -1.901407 4.968765 -1.601615 -0.02 -0.08 0.09 -0.526
F -0.872255 3.409658 -3.434801 0.05 -0.20 0.25 -0.533
F -3.360863 3.106211 -2.606093 0.09 -0.05 -0.05 -0.522
```
Forces are in eV/Å.

***

Entry 4:
Below is a structure of composition C12H11Cl2N3OS2, with properties calculated with ωB97M-V/def2-TZVPD.

Properties
- LUMO energy (hartree) = 0.0090
- energy relative to the best compared isomer or geometry (same formula, charge and spin) (kJ/mol) = 863.86
- electronic energy (Eh) = -2419.85915
- orbital gap (Ha) = 0.33047

```
31
Properties=species:S:1:pos:R:3:forces:R:3:mulliken_charge:R:1
N -0.711900 -1.776564 -1.722498 -1.23 0.55 -0.56 -0.426
C 0.568269 -1.421808 -1.247890 -6.63 2.19 -3.14 0.852
C 1.472588 -2.221115 -0.756811 -6.59 -8.82 -0.44 -0.425
C 2.636874 -1.915917 -0.268962 5.02 -1.98 1.53 0.099
O 3.498482 -2.726958 0.083961 0.13 1.50 0.29 -0.721
N 2.710261 -0.566205 -0.313838 5.91 4.96 2.32 -0.013
C 1.727310 0.204023 -0.686031 -0.77 5.79 -4.27 0.078
N 0.646216 -0.048893 -1.403775 2.86 -1.87 3.08 -0.517
S 2.160871 2.069415 -1.025021 1.83 -2.36 1.17 -0.166
C 0.570903 2.703053 -0.975672 -2.46 1.45 -0.11 -0.418
C 0.069746 3.465763 0.421623 2.99 -9.83 -1.71 -1.070
H 0.657667 4.200481 0.594371 3.14 5.37 1.31 0.637
H -0.888720 3.411242 0.300426 -5.64 1.29 -0.18 0.442
S 0.434571 2.142763 1.775848 -1.33 -0.01 -1.44 -0.032
C -0.691015 0.711434 1.245295 2.80 2.23 4.57 0.256
C -1.896679 0.822435 0.724935 -1.24 2.51 -5.44 -0.132
C -2.596754 -0.412304 0.436524 -2.74 6.71 -1.25 0.593
C -2.370859 -1.536863 1.021870 6.62 4.39 1.34 -1.310
C -1.091769 -1.503126 1.655327 -4.34 -7.21 3.23 -0.120
C -0.403989 -0.471251 2.048297 -0.52 2.96 -4.15 -0.066
Cl 1.008129 -0.691347 2.786172 3.30 -0.19 2.36 -0.156
H -1.056090 -2.465008 2.313887 1.04 1.43 -1.35 0.235
H -2.984389 -2.215189 0.824854 -4.49 -6.62 -0.88 0.825
Cl -4.100387 -0.028114 -0.438756 0.21 -0.76 -0.05 -0.219
H -2.105011 1.971721 -0.076061 0.18 -4.06 2.88 0.016
H 0.619740 3.584855 -1.701689 -0.57 -1.47 0.35 0.431
H -0.092791 1.748341 -1.313636 1.00 2.81 0.66 0.342
H 3.683956 0.056382 -0.066502 -3.48 -2.74 -0.52 0.366
H 1.011778 -3.400868 -0.583379 1.85 3.40 -0.69 0.076
H -1.069742 -2.748099 -1.588481 0.41 1.58 -0.34 0.245
H -1.417255 -0.942283 -2.064377 2.75 -3.21 1.44 0.297
```
Forces are in eV/Å.

***

Max |F|? In order: 0.1183 0.0351 0.0166 0.2143 hartree/bohr.